# 1
Density functional theory data (wB97M-V/def2-TZVPD) for 2 unconnected molecules or ions with the total composition C4H12NO2 at a distorted geometry.

Output
LUMO energy (hartree): -0.126
E_HOMO (Eh): -0.5390
E_tot (eV): -9920.9299
Kohn-Sham gap (Eh): 0.413

The geometry in ORCA input format:
```
! RIJCOSX wB97M-V def2-TZVPD def2/J DEFGRID3
* xyz 1 1
O 1.9064 1.4244 -1.6578
C 0.7134 1.5145 -1.7317
C -0.1565 0.3361 -1.3659
N 0.5387 -0.4949 -0.3477
C 0.8740 0.1063 1.0284
C -0.2599 0.9777 1.5274
H 0.2125 2.4312 -1.9801
H -0.3416 -0.3763 -2.1780
H -1.1561 0.6066 -1.0252
H -0.0716 -1.2919 -0.1034
H 1.4151 -0.8215 -0.7496
H 1.0615 -0.7932 1.6065
H 1.7672 0.7065 0.8749
H -0.4049 1.8099 0.8501
H -1.1540 0.3995 1.7367
H 0.1092 1.4586 2.4218
H -1.2693 -3.1955 -0.0131
H -2.2528 -2.4987 0.8589
O -1.5312 -2.2994 0.2478
*
```

So, what does the Mulliken scheme give us? The charges, in e, come out as: number 1, O, carries -0.428; number 2, C, carries 0.015; number 3, C, carries -0.664; number 4, N, carries -0.157; number 5, C, carries -0.399; number 6, C, carries -1.059; number 7, H, carries 0.412; number 8, H, carries 0.438; number 9, H, carries 0.409; number 10, H, carries 0.320; number 11, H, carries 0.380; number 12, H, carries 0.392; number 13, H, carries 0.364; number 14, H, carries 0.339; number 15, H, carries 0.289; number 16, H, carries 0.385; number 17, H, carries 0.306; number 18, H, carries 0.304; number 19, O, carries -0.646

***

# 2
Density functional theory data (wB97M-V/def2-TZVPD) for 2 unconnected molecules or ions with the total composition C4H12NO2 at a distorted geometry.

Output
LUMO energy (hartree): -0.326
E_HOMO (Eh): -0.5298
E_tot (eV): -9914.5765
Kohn-Sham gap (Eh): 0.204

The geometry in ORCA input format:
```
! RIJCOSX wB97M-V def2-TZVPD def2/J DEFGRID3
* xyz 1 1
C -1.6439 -0.7364 0.4508
O -2.3584 0.3189 0.0035
C -0.0975 -0.3458 0.5231
C 0.4803 0.4407 -0.7046
C -0.1506 1.8025 -0.9057
O -0.2038 2.4117 0.3859
N 0.5739 -1.4988 0.6105
H -1.9931 -1.2059 1.3726
H -1.7006 -1.5746 -0.2609
H -3.2809 0.0534 -0.1198
H 0.0838 0.2104 1.4648
H 1.5327 0.6032 -0.4802
H 0.4429 -0.2332 -1.5719
H 0.3744 2.3904 -1.6377
H -1.1854 1.7129 -1.2189
H 0.5100 3.0623 0.5498
H 0.4778 -1.9760 1.5296
H 4.2975 -2.5145 -0.2132
H 3.8409 -2.9211 0.2223
*
```

So, what does the Mulliken scheme give us? The charges, in e, come out as: number 1, C, carries -0.646; number 2, O, carries -0.420; number 3, C, carries 0.329; number 4, C, carries -0.672; number 5, C, carries -0.502; number 6, O, carries -0.512; number 7, N, carries -0.187; number 8, H, carries 0.410; number 9, H, carries 0.403; number 10, H, carries 0.361; number 11, H, carries 0.412; number 12, H, carries 0.348; number 13, H, carries 0.328; number 14, H, carries 0.388; number 15, H, carries 0.278; number 16, H, carries 0.319; number 17, H, carries 0.362; number 18, H, carries 0.056; number 19, H, carries -0.056

***

# 3
Density functional theory data (wB97M-V/def2-TZVPD) for 2 unconnected molecules or ions with the total composition C4H12NO2S.

Output
LUMO energy (hartree): -0.124
E_HOMO (Eh): -0.4782
E_tot (eV): -20757.1435
Kohn-Sham gap (Eh): 0.355

The geometry in ORCA input format:
```
! RIJCOSX wB97M-V def2-TZVPD def2/J DEFGRID3
* xyz 1 1
O 0.1753 1.9537 -0.2834
C -1.0223 2.0055 -0.5366
O -1.6235 1.1055 -1.3281
C -1.9564 3.0474 -0.0149
H -0.9319 0.5857 -1.7667
H -2.6981 3.2729 -0.7723
H -1.3856 3.9137 0.3126
H -2.4687 2.6452 0.8548
C 1.5989 -1.5782 0.3353
C 0.3579 -2.0668 -0.3874
S 0.4469 -3.8588 -0.6837
N 1.3793 -0.1791 0.8930
H 2.4516 -1.4955 -0.3384
H 1.8576 -2.2059 1.1808
H 0.2760 -1.5880 -1.3599
H -0.5390 -1.8551 0.1984
H 0.1312 -4.1961 0.5738
H 2.2427 0.2193 1.2560
H 0.7202 -0.2192 1.6680
H 0.9879 0.4939 0.1987
*
```

So, what does the Mulliken scheme give us? The charges, in e, come out as: number 1, O, carries -0.717; number 2, C, carries 0.815; number 3, O, carries -0.408; number 4, C, carries -0.993; number 5, H, carries 0.316; number 6, H, carries 0.332; number 7, H, carries 0.330; number 8, H, carries 0.287; number 9, C, carries -0.395; number 10, C, carries -0.714; number 11, S, carries -0.131; number 12, N, carries -0.212; number 13, H, carries 0.306; number 14, H, carries 0.435; number 15, H, carries 0.199; number 16, H, carries 0.392; number 17, H, carries 0.154; number 18, H, carries 0.374; number 19, H, carries 0.371; number 20, H, carries 0.259

***

# 4
Density functional theory data (wB97M-V/def2-TZVPD) for a gas-phase ion, C4H12NO3 (charge +1) at a distorted geometry.

Output
LUMO energy (hartree): -0.116
Structure (SMILES): C[NH2+]C(O)(O)[C@H](C)O
E_HOMO (Eh): -0.5459
E_tot (eV): -11967.0748
Kohn-Sham gap (Eh): 0.430

The geometry in ORCA input format:
```
! RIJCOSX wB97M-V def2-TZVPD def2/J DEFGRID3
* xyz 1 1
C -1.6343 -0.4829 0.9146
C 1.6000 -1.2784 -0.4004
C -1.0624 0.7846 0.2654
C 0.5075 0.9648 0.1847
N 0.9688 -0.0378 -0.9430
O -1.4989 0.8868 -1.0720
O 0.8455 2.2645 -0.1486
O 1.0025 0.7334 1.3671
H -1.0966 -1.4417 0.4525
H -2.7575 -0.3590 0.8428
H -1.3726 -0.3623 2.0430
H 1.2902 -2.0043 -1.1558
H 2.6213 -1.3032 -0.2551
H 1.2964 -1.3853 0.5530
H -1.4798 1.7508 0.7007
H 0.1923 -0.2492 -1.4785
H 1.7782 0.3200 -1.4203
H -2.1861 0.3150 -1.3154
H 0.4483 2.3647 -1.0231
H 1.4639 1.3938 1.8582
*
```

So, what does the Mulliken scheme give us? The charges, in e, come out as: number 1, C, carries -1.017; number 2, C, carries -1.051; number 3, C, carries 0.038; number 4, C, carries 0.488; number 5, N, carries -0.071; number 6, O, carries -0.582; number 7, O, carries -0.590; number 8, O, carries -0.531; number 9, H, carries 0.228; number 10, H, carries 0.453; number 11, H, carries 0.289; number 12, H, carries 0.358; number 13, H, carries 0.369; number 14, H, carries 0.421; number 15, H, carries 0.333; number 16, H, carries 0.391; number 17, H, carries 0.372; number 18, H, carries 0.335; number 19, H, carries 0.410; number 20, H, carries 0.356

***

# 5
Density functional theory data (wB97M-V/def2-TZVPD) for a molecular structure, C4H12NO3SSi at a distorted geometry.

Output
LUMO energy (hartree): 0.129
E_HOMO (Eh): -0.1955
E_tot (eV): -30690.4528
Kohn-Sham gap (Eh): 0.325

The geometry in ORCA input format:
```
! RIJCOSX wB97M-V def2-TZVPD def2/J DEFGRID3
* xyz -1 1
C -1.8429 -0.0895 0.5852
C 0.5644 1.7845 -1.0132
C 0.7167 -1.4951 -1.2091
C -0.5269 -0.0653 1.3487
N 2.2265 0.5084 0.9540
O 4.6082 1.0358 0.2849
O 3.9742 -1.2938 0.8044
O 3.1994 -0.1966 -1.2524
Si 0.8735 0.0475 -0.0233
S 3.6372 -0.0443 0.1264
H -2.7056 -0.1720 1.2833
H -1.9225 0.6864 -0.0489
H -1.9804 -1.1208 -0.0612
H 1.2402 1.8965 -1.8390
H -0.4426 1.7741 -1.3903
H 0.6317 2.5798 -0.1606
H -0.1493 -2.1644 -0.8467
H 0.5299 -1.2454 -2.2453
H 1.6947 -1.9341 -0.9617
H -0.5148 -1.0114 1.9064
H -0.4989 0.8067 1.9097
H 2.3652 0.2343 1.8433
*
```

So, what does the Mulliken scheme give us? The charges, in e, come out as: number 1, C, carries -1.116; number 2, C, carries -1.158; number 3, C, carries -1.115; number 4, C, carries -0.602; number 5, N, carries -0.345; number 6, O, carries -0.697; number 7, O, carries -0.689; number 8, O, carries -0.647; number 9, Si, carries 0.452; number 10, S, carries 1.080; number 11, H, carries 0.338; number 12, H, carries 0.373; number 13, H, carries 0.161; number 14, H, carries 0.369; number 15, H, carries 0.406; number 16, H, carries 0.163; number 17, H, carries 0.304; number 18, H, carries 0.304; number 19, H, carries 0.390; number 20, H, carries 0.339; number 21, H, carries 0.404; number 22, H, carries 0.286

***

# 6
Density functional theory data (wB97M-V/def2-TZVPD) for 2 unconnected molecules or ions with the total composition C4H12NOS at a distorted geometry.

Output
LUMO energy (hartree): 0.133
E_HOMO (Eh): -0.0931
E_tot (eV): -18715.4250
Kohn-Sham gap (Eh): 0.226

The geometry in ORCA input format:
```
! RIJCOSX wB97M-V def2-TZVPD def2/J DEFGRID3
* xyz -1 1
C -3.3087 1.2203 1.4212
N -2.3973 1.0281 0.2998
C -1.0167 0.6659 0.6437
C -0.1880 0.1952 -0.5695
S 1.5416 -0.2294 -0.1081
C -0.4114 1.8823 1.3384
H -4.3478 1.1105 1.1076
H -3.1066 2.1927 1.8461
H -3.1960 0.4809 2.2799
H -2.8422 0.2492 -0.1861
H -0.9855 -0.0653 1.4722
H -0.3966 0.8349 -1.4406
H -0.6564 -0.7216 -0.9502
H -0.8149 2.4035 2.2150
H 0.6872 1.8065 1.1983
H -0.5025 2.7718 0.6873
H 3.4041 -3.3081 -1.8782
H 4.4424 -3.4416 -3.0017
O 3.7376 -3.9041 -2.5610
*
```

So, what does the Mulliken scheme give us? The charges, in e, come out as: number 1, C, carries -0.867; number 2, N, carries -0.480; number 3, C, carries 0.506; number 4, C, carries -0.940; number 5, S, carries -0.630; number 6, C, carries -1.426; number 7, H, carries 0.348; number 8, H, carries 0.257; number 9, H, carries 0.263; number 10, H, carries 0.256; number 11, H, carries 0.127; number 12, H, carries 0.348; number 13, H, carries 0.227; number 14, H, carries 0.338; number 15, H, carries 0.306; number 16, H, carries 0.375; number 17, H, carries 0.357; number 18, H, carries 0.302; number 19, O, carries -0.666